Entry from the Open Molecules 2025 dataset: a single C8H9NOS2 molecule (ωB97M-V/def2-TZVPD).

Calculated values
relative energy (zero: lowest compared OMol25 entry of this formula, charge and spin)	153.7	kcal per mole
HOMO (spin up / spin down)	-7.59 / -7.59	eV
Kohn-Sham gap (spin up / spin down)	6.67 / 6.67	eV
LUMO (spin up / spin down)	-0.92 / -0.92	eV

Structure (ORCA input):
```
! wB97M-V def2-TZVPD RIJCOSX def2/J DEFGRID3
* xyz 0 1
C -0.60306 1.97950 1.61517
C 0.46966 1.27473 0.80686
C -1.65766 2.45545 0.95393
C -0.11058 1.38888 -0.71549
C 0.60252 1.13356 -1.90482
C -0.18843 -1.42489 -0.55476
C 0.67421 -1.28672 -1.84043
C 0.31226 -2.30191 0.59982
N 1.13085 0.09128 -2.30501
O 0.86452 0.07317 1.56006
S -1.52916 2.41112 -0.78740
S 0.15182 -1.48626 2.36453
H -0.56529 1.84966 2.62757
H 1.32226 1.90707 0.84395
H -2.49065 2.80056 1.35053
H -0.27437 -0.45437 -0.20313
H -1.23496 -1.49338 -0.95770
H 1.67399 -1.73104 -1.76485
H 0.19188 -1.45646 -2.81008
H -0.20694 -3.17775 0.67292
H 1.46713 -2.55221 0.44832
*
```

---

Entry from the Open Molecules 2025 dataset: 2 unconnected molecules or ions with the total composition C6H17NO (ωB97M-V/def2-TZVPD).

Calculated values
relative energy (zero: lowest compared OMol25 entry of this formula, charge and spin)	28.7	kcal per mole
HOMO (spin up / spin down)	1.27 / -5.07	eV
Kohn-Sham gap (spin up / spin down)	2.56 / 8.79	eV
LUMO (spin up / spin down)	3.83 / 3.72	eV

Structure (ORCA input):
```
! wB97M-V def2-TZVPD RIJCOSX def2/J DEFGRID3
* xyz -1 2
C 0.47826 1.15918 0.27038
C 0.84445 2.16634 -0.90478
C 1.55358 1.62906 -2.15597
C -0.84732 0.47130 0.02562
N -0.81476 -0.97443 0.40221
C -1.96257 -1.35150 1.24261
C -0.72073 -1.85673 -0.78234
H 0.43650 1.83643 1.11483
H 1.27940 0.42373 0.26242
H -0.08169 2.59283 -1.30791
H 1.33112 2.97178 -0.34832
H 1.21960 2.26064 -2.97930
H 2.63933 1.56433 -2.16892
H 1.18319 0.60949 -2.30667
H -1.65329 0.98317 0.55696
H -1.05766 0.47033 -1.04990
H -2.91012 -0.97939 0.86595
H -1.81987 -0.80688 2.18946
H -1.87264 -2.43140 1.35328
H -0.20616 -2.75666 -0.43608
H -0.22041 -1.32902 -1.58666
H -1.72541 -2.16823 -1.11890
H 2.31426 -1.17395 2.85537
H 1.02842 -1.79809 2.62686
O 1.58453 -1.51234 3.37980
*
```

---

Entry from the Open Molecules 2025 dataset: 24 unconnected molecules or ions with the total composition C48H144O24S24 (ωB97M-V/def2-TZVPD).

Calculated values
HOMO	-8.20	eV
Kohn-Sham gap	7.51	eV
LUMO	-0.69	eV

Structure (ORCA input):
```
! wB97M-V def2-TZVPD RIJCOSX def2/J DEFGRID3
* xyz 0 1
C 7.12900 -14.21434 21.90232
S 8.54218 -13.60478 22.93078
O 8.68284 -14.64568 24.02575
C 9.85868 -14.02162 21.68451
H 7.32867 -15.28581 21.88877
H 7.12164 -13.84986 20.87509
H 6.14277 -13.90800 22.25106
H 10.76676 -14.12494 22.27850
H 9.88146 -13.39833 20.79058
H 9.64598 -15.01021 21.27762
C 0.10508 -16.54674 29.14600
S 0.54072 -18.27546 29.54081
O 0.87887 -18.93106 28.20138
C 2.08322 -18.07547 30.47528
H 0.79376 -15.95997 28.53811
H 0.03261 -15.93311 30.04394
H -0.92307 -16.53172 28.78436
H 2.41449 -18.86200 31.15332
H 1.96472 -17.20182 31.11622
H 2.85112 -17.90393 29.72095
C -0.27238 -10.83289 34.26696
S -1.99658 -10.10264 34.13546
O -2.24459 -9.31224 35.40035
C -1.53005 -8.92656 32.82913
H -0.36500 -11.87820 34.56169
H 0.39633 -10.31547 34.95486
H 0.06963 -10.87762 33.23297
H -0.64544 -8.31513 33.00724
H -2.27850 -8.17293 32.58422
H -1.29519 -9.53695 31.95714
C 1.04547 -9.42632 30.37804
S 2.10149 -7.95103 30.69307
O 1.34284 -7.22372 31.80543
C 3.52790 -8.94799 31.43806
H 1.23891 -10.11723 31.19861
H 1.28331 -9.95526 29.45514
H 0.03233 -9.03176 30.30070
H 3.71229 -9.81670 30.80604
H 3.26972 -9.09911 32.48620
H 4.37529 -8.26471 31.49427
C -2.96352 -8.56198 20.44512
S -2.31241 -10.28919 20.69015
O -2.63934 -10.67482 22.11457
C -3.72781 -11.14622 19.78837
H -2.52836 -7.98957 21.26430
H -4.03240 -8.56045 20.65867
H -2.84794 -8.22606 19.41464
H -3.58758 -10.88068 18.74054
H -4.72876 -10.83285 20.08501
H -3.57544 -12.22339 19.85610
C -4.40566 -15.06879 24.58573
S -3.81360 -15.81414 23.04011
O -4.96372 -16.53676 22.31919
C -3.37202 -14.22183 22.23950
H -5.03716 -15.77006 25.13117
H -4.95477 -14.14964 24.38144
H -3.53353 -14.77785 25.17127
H -2.73585 -13.67106 22.93235
H -4.22484 -13.57318 22.03935
H -2.92356 -14.34194 21.25331
C 3.16049 -17.60578 19.13689
S 4.66419 -17.72833 20.21402
O 5.65132 -16.80726 19.45189
C 3.86090 -16.59081 21.43897
H 2.79411 -16.58417 19.03597
H 2.37352 -18.19012 19.61368
H 3.26466 -18.04210 18.14347
H 4.62263 -16.49413 22.21262
H 2.98136 -17.04692 21.89336
H 3.68352 -15.61215 20.99304
C 4.30666 -12.37440 18.25223
S 2.79774 -13.27137 17.66618
O 2.42509 -12.45921 16.38515
C 3.57450 -14.85711 17.07141
H 4.84931 -12.95712 18.99659
H 3.99456 -11.42842 18.69474
H 4.98383 -12.17393 17.42195
H 2.77025 -15.54927 16.82201
H 4.16825 -15.34041 17.84729
H 4.29316 -14.52351 16.32286
C 5.74781 -8.93902 20.67801
S 6.21294 -10.59160 21.14289
O 7.08365 -10.49733 22.36759
C 4.54438 -11.24992 21.59981
H 5.08721 -8.84660 19.81594
H 6.54272 -8.21971 20.48099
H 5.15240 -8.46246 21.45676
H 3.74199 -10.51247 21.57886
H 4.54182 -11.58322 22.63759
H 4.29399 -12.16791 21.06812
C 3.75027 -8.11503 26.99170
S 5.20057 -9.22734 26.85847
O 4.69585 -10.68037 26.53977
C 5.76033 -8.59355 25.19469
H 3.33799 -8.20493 27.99670
H 2.97900 -8.54828 26.35487
H 3.86098 -7.08895 26.64097
H 6.24323 -9.42999 24.68942
H 6.52125 -7.84371 25.41112
H 5.01382 -8.22853 24.48930
C 0.33492 -7.13742 20.30475
S 1.79942 -8.03845 20.93915
O 1.48355 -9.11574 21.95651
C 2.35884 -8.93269 19.37299
H -0.44963 -7.85403 20.06173
H 0.41251 -6.45573 19.45778
H -0.08953 -6.57946 21.13939
H 1.51038 -9.46157 18.93881
H 3.16704 -9.64583 19.53530
H 2.59948 -8.09099 18.72359
C 0.76525 -19.95158 25.00929
S 1.24577 -18.21542 24.58591
O 0.97540 -18.28636 23.06542
C -0.29787 -17.49963 25.29751
H -0.19751 -20.12378 24.52811
H 0.41269 -19.97866 26.04034
H 1.57538 -20.65498 24.81689
H -1.12827 -18.20041 25.21119
H -0.50794 -16.58644 24.74068
H -0.22890 -17.34810 26.37472
C 2.37562 -11.63487 24.37661
S 0.70374 -11.70274 25.22971
O 0.34510 -13.20216 25.31595
C 1.33845 -11.17735 26.88000
H 3.05961 -12.27690 24.93165
H 2.73405 -10.61435 24.51144
H 2.43672 -12.09109 23.38856
H 1.67733 -12.05797 27.42567
H 0.52944 -10.81387 27.51362
H 2.19358 -10.50144 26.88142
C 2.72949 -15.44507 33.93555
S 0.91605 -15.42108 33.62778
O 0.26225 -14.67004 34.75549
C 1.08264 -14.30539 32.22168
H 3.15559 -15.76043 32.98314
H 3.01811 -16.13699 34.72678
H 3.08937 -14.43486 34.13067
H 0.16823 -14.11149 31.66099
H 1.83365 -14.55898 31.47350
H 1.44051 -13.35391 32.61501
C -3.10928 -11.79789 30.36975
S -1.63566 -11.75644 29.24915
O -0.48775 -11.99975 30.21082
C -1.77706 -13.43977 28.42914
H -3.06435 -12.73066 30.93191
H -3.99288 -12.01834 29.77078
H -3.13991 -10.91705 31.01107
H -2.40963 -14.07845 29.04562
H -0.74401 -13.78385 28.47933
H -2.13846 -13.35670 27.40416
C 9.25362 -11.25471 31.09455
S 7.46775 -11.49547 30.85566
O 6.67828 -11.33854 32.16824
C 7.15282 -9.86322 29.98709
H 9.51478 -10.63639 31.95337
H 9.77431 -10.99158 30.17383
H 9.68525 -12.24986 31.20163
H 7.68470 -9.76788 29.04046
H 7.58719 -9.09790 30.63029
H 6.08512 -9.66351 29.89638
C -1.52577 -6.25917 29.96355
S -3.00243 -7.19236 29.37828
O -3.04575 -8.51599 30.15595
C -4.10945 -6.06147 30.35921
H -1.79260 -5.21397 29.80720
H -0.70975 -6.61157 29.33266
H -1.39676 -6.56261 31.00249
H -3.67701 -5.82590 31.33162
H -5.08053 -6.47428 30.63249
H -4.23382 -5.12284 29.81919
C 0.58159 -14.89724 22.54438
S 1.43379 -13.92191 21.22389
O 1.07599 -14.53687 19.84561
C 0.38333 -12.42913 21.49508
H 1.21142 -15.78482 22.60435
H -0.40094 -15.31499 22.32481
H 0.65416 -14.40169 23.51251
H 0.62610 -12.05248 22.48871
H -0.68960 -12.61373 21.44179
H 0.84870 -11.75616 20.77490
C 3.24643 -14.98928 25.84680
S 4.61458 -14.98328 24.58048
O 4.07067 -14.15127 23.40563
C 5.59181 -13.68039 25.49936
H 3.03528 -13.98964 26.22656
H 3.35435 -15.60075 26.74265
H 2.40267 -15.47806 25.35972
H 5.24618 -12.66386 25.31144
H 6.56411 -13.75763 25.01276
H 5.79228 -13.81312 26.56251
C 5.12676 -14.80702 30.54514
S 3.95910 -13.92953 29.35743
O 2.69822 -14.80530 29.34911
C 3.73446 -12.37324 30.39303
H 5.37024 -15.74274 30.04191
H 4.70694 -14.90430 31.54634
H 5.98633 -14.14122 30.62226
H 3.32279 -12.60421 31.37551
H 3.00707 -11.79211 29.82622
H 4.66151 -11.81461 30.52199
C 9.04620 -9.86276 24.50652
S 9.53265 -10.09303 26.28630
O 8.97498 -8.79238 26.90810
C 8.37595 -11.49638 26.65614
H 9.04201 -10.87903 24.11247
H 9.83524 -9.24647 24.07559
H 8.12471 -9.29069 24.39833
H 7.47600 -11.28769 26.07764
H 8.15464 -11.53076 27.72287
H 8.81443 -12.39591 26.22408
C -5.82744 -11.44729 24.83288
S -4.75830 -11.54921 26.35426
O -4.62082 -13.02345 26.61983
C -3.26208 -10.65550 25.83228
H -5.83551 -10.40985 24.49855
H -6.87935 -11.58394 25.08374
H -5.56789 -12.14728 24.03868
H -3.35944 -9.59305 26.05546
H -3.19347 -10.97096 24.79118
H -2.42598 -11.02663 26.42499
C 4.83855 -4.79975 23.08425
S 3.49917 -5.78830 23.86709
O 3.33130 -5.21279 25.29648
C 2.21015 -4.79401 22.97358
H 4.92840 -4.94217 22.00733
H 5.73781 -5.08047 23.63254
H 4.72618 -3.79513 23.49195
H 1.28810 -5.37415 23.01054
H 2.42461 -4.68040 21.91094
H 2.04444 -3.81173 23.41603
C -0.51936 -7.93658 24.90355
S -0.59955 -7.42685 26.67811
O 0.47508 -8.28409 27.33445
C 0.05569 -5.71579 26.33509
H -1.19947 -7.37491 24.26317
H -0.95852 -8.93394 24.88093
H 0.47961 -7.84191 24.47788
H 0.08183 -5.24094 27.31586
H -0.65491 -5.15448 25.72840
H 0.96450 -5.56998 25.75123
*
```

---

Entry from the Open Molecules 2025 dataset: a gas-phase ion, C4H9N2 (charge +1) (ωB97M-V/def2-TZVPD).

Calculated values
relative energy (zero: lowest compared OMol25 entry of this formula, charge and spin)	179.4	kcal per mole
HOMO (spin up / spin down)	-14.69 / -14.43	eV
Kohn-Sham gap (spin up / spin down)	9.79 / 9.07	eV
LUMO (spin up / spin down)	-4.90 / -5.36	eV

Structure (ORCA input):
```
! wB97M-V def2-TZVPD RIJCOSX def2/J DEFGRID3
* xyz 1 1
C 2.04890 1.54962 0.36454
C -1.00831 1.27035 -0.34720
C -1.05266 0.57234 0.94401
C -0.34025 -1.34371 -0.78148
N 1.10645 0.16868 0.04971
N -0.15467 0.04325 -0.18170
H 3.09719 1.39194 0.16830
H 1.63880 2.52780 0.57076
H -1.75235 1.04074 -1.11446
H -0.52036 2.10161 -0.61802
H -0.50711 0.83126 1.81138
H -1.99510 0.13462 1.13022
H -1.28377 -1.78686 -0.43267
H -0.26141 -1.22542 -1.89447
H 0.45444 -1.81460 -0.40495
*
```

---

Entry from the Open Molecules 2025 dataset: a gas-phase ion, C3H3N2O2 (charge -1) (ωB97M-V/def2-TZVPD).

Calculated values
relative energy (zero: lowest compared OMol25 entry of this formula, charge and spin)	20.6	kcal per mole
HOMO	-3.06	eV
Kohn-Sham gap	7.22	eV
LUMO	4.16	eV

Structure (ORCA input):
```
! wB97M-V def2-TZVPD RIJCOSX def2/J DEFGRID3
* xyz -1 1
C 0.24549 -1.06274 -0.61036
C 1.16581 -1.06960 0.31870
C -0.64998 1.06531 0.10150
N -0.57659 0.04707 -0.88259
N 0.30262 0.94508 0.98146
O 2.11703 -1.39272 0.96364
O -1.54998 1.91737 -0.01112
H 0.08990 -1.93555 -1.22668
H -1.44625 -0.14300 -1.35812
H 0.30193 1.62878 1.72358
*
```

---

Max |F|
In order: 5.10; 2.52; 3.94; 11.26; 2.04
Unit: eV Å⁻¹